This record from OMol25 describes a cluster of 2 separate species, C4H13N3 in total. The level of theory is ωB97M-V/def2-TZVPD.

Cartesian coordinates (Å):
C1 -0.6092 -0.5493 1.1869
C2 -0.5125 -0.9225 -0.3375
C3 -0.4336 0.3292 -1.2012
N1 -1.6193 1.1835 -1.1556
N2 -1.8807 -0.1336 1.5657
C4 2.5174 -0.0631 0.5983
N3 2.2036 0.0225 -0.7917
H1 -0.1060 -1.3328 1.7726
H2 0.0967 0.3271 1.2619
H3 0.4122 -1.4908 -0.4121
H4 -1.4221 -1.5041 -0.5173
H5 0.4024 0.9646 -0.8017
H6 -0.1173 0.1884 -2.2295
H7 -2.0403 1.0874 -0.2373
H8 -2.3318 0.8084 -1.7737
H9 -1.9632 -0.1697 2.5853
H10 1.7555 0.4192 1.2494
H11 2.9544 -0.9562 1.0647
H12 3.3087 0.6858 0.8322
H13 2.9845 0.5200 -1.2146

* E_HOMO: -7.2 eV
* relative energy (zero: lowest compared OMol25 entry of this formula, charge and spin): 184.7 kcal/mol
* E_LUMO: -3.3 eV
* HOMO-LUMO gap: 3.944 eV

These are the Löwdin partial charges, in e, on atoms 1 to 2: C -0.36; C -0.19

This record from OMol25 describes a cluster of 2 separate species, C7H8N2O in total. The level of theory is ωB97M-V/def2-TZVPD.

Cartesian coordinates (Å):
C1 -2.5844 -0.3125 -0.4308
C2 -1.4160 0.9698 1.1934
C3 0.2496 -1.0695 -0.1160
C4 2.5718 -1.3283 0.7944
C5 -1.2964 1.6133 -1.3507
C6 1.4493 -0.4416 0.2768
C7 -1.6754 0.7094 -0.2026
N1 -3.1855 -1.2811 -0.6443
N2 -1.1688 1.0294 2.3752
O1 -0.3762 -2.0224 -0.3422
H1 3.2235 -1.3973 -0.0288
H2 3.0357 -0.8404 1.6239
H3 1.9641 -2.0964 1.0442
H4 -1.7613 1.2772 -2.2813
H5 -1.7906 2.6352 -1.1250
H6 -0.1986 1.9484 -1.3078
H7 1.1974 0.2896 1.0993
H8 1.7618 0.3172 -0.5778

* E_HOMO (spin up / spin down): -7.9 / -7.9 eV
* relative energy (zero: lowest compared OMol25 entry of this formula, charge and spin): 105.6 kcal/mol
* E_LUMO (spin up / spin down): -0.8 / -0.8 eV
* HOMO-LUMO gap (spin up / spin down): 7.093 / 7.090 eV

These are the Löwdin partial charges, in e, on atoms 1 to 2: C -0.29; C -0.24

This record from OMol25 describes an isolated molecule of C4H11N3O. The level of theory is ωB97M-V/def2-TZVPD.

Cartesian coordinates (Å):
C1 0.8440 -0.0220 0.9111
C2 0.9376 0.9102 -1.0691
C3 0.6922 0.4838 2.2860
N1 -0.4970 -1.4445 -0.4982
C4 -0.2756 0.0864 0.0210
N2 -1.7739 -1.8965 -0.2286
N3 0.2369 1.1118 -2.2944
O1 -1.2918 0.8158 0.1333
H1 -0.3054 -1.3914 -1.4938
H2 1.6219 -0.7502 0.7003
H3 -2.1301 -2.7047 0.2698
H4 -2.3658 -1.1849 0.2123
H5 0.1952 0.2931 -2.8888
H6 -0.6996 1.4612 -2.1088
H7 1.0895 1.8883 -0.6157
H8 1.8924 0.4268 -1.2772
H9 -0.3402 0.3680 2.6424
H10 1.3273 -0.0210 3.0111
H11 0.8422 1.5700 2.2873

* E_HOMO (spin up / spin down): -7.7 / -7.7 eV
* relative energy (zero: lowest compared OMol25 entry of this formula, charge and spin): 147.2 kcal/mol
* E_LUMO (spin up / spin down): -0.6 / -0.6 eV
* HOMO-LUMO gap (spin up / spin down): 7.039 / 7.040 eV

These are the Löwdin partial charges, in e, on atoms 1 to 2: C -0.03; C -0.14

This record from OMol25 describes a structure of composition C5H6N. The level of theory is ωB97M-V/def2-TZVPD.

Cartesian coordinates (Å):
C1 1.4584 -0.8389 -0.3565
C2 0.3591 0.7350 0.6578
C3 -0.7632 0.0068 0.0484
C4 1.7622 0.4099 0.3102
C5 -2.1852 0.0202 0.0590
N1 0.1218 -0.8719 -0.4716
H1 2.1557 -1.4063 -0.8512
H2 2.4668 0.8135 1.0022
H3 1.9599 0.9654 -0.6281
H4 -2.5532 0.9202 -0.4968
H5 -2.2909 0.1283 1.0806
H6 -2.4916 -0.8824 -0.3540

* net charge: +1
* E_HOMO (spin up / spin down): -14.8 / -14.8 eV
* relative energy (zero: lowest compared OMol25 entry of this formula, charge and spin): 148.3 kcal/mol
* E_LUMO (spin up / spin down): -7.2 / -7.2 eV
* HOMO-LUMO gap (spin up / spin down): 7.578 / 7.575 eV

These are the Löwdin partial charges, in e, on atoms 1 to 2: C 0.00; C 0.35

This record from OMol25 describes a structure of composition Br2Ti2. The level of theory is ωB97M-V/def2-TZVPD.

Cartesian coordinates (Å):
Ti1 0.3033 -1.2744 -0.1377
Ti2 -1.0914 0.9488 1.1973
Br1 -1.1215 -0.0070 -2.0320
Br2 1.9097 0.3326 0.9723

* net charge: +1
* E_HOMO (spin up / spin down): -10.5 / -13.9 eV
* ⟨S²⟩: 15.757
* E_LUMO (spin up / spin down): -4.8 / -9.0 eV
* HOMO-LUMO gap (spin up / spin down): 5.718 / 4.881 eV
* multiplicity: 8

These are the Löwdin partial charges, in e, on atoms 1 to 2: Ti 0.03; Ti 0.63

This record from OMol25 describes a structure of composition C19H43Br3ClN3O17P. The level of theory is ωB97M-V/def2-TZVPD.

Cartesian coordinates (Å):
Cl1 -0.8855 -1.4765 -1.9918
O1 -2.2376 -1.8036 -1.6491
O2 0.0016 -2.4212 -1.4358
O3 -0.8487 -1.5570 -3.3578
O4 -0.5548 -0.1556 -1.5865
C1 -2.5992 -4.0638 -5.9503
Br1 -4.6375 -3.7469 -5.7751
Br2 -1.9195 -4.0378 -7.7783
Br3 -2.0746 -5.8564 -5.2266
H1 -2.0047 -3.3873 -5.3363
O5 -1.8608 1.6296 2.1868
P1 -1.6050 0.5499 3.1650
N1 -0.5610 -0.7232 2.6760
C2 0.9026 -0.7108 2.7400
C3 -0.9896 -2.0059 2.3730
N2 -2.9391 0.0071 3.9028
C4 -2.8861 -1.1945 4.8713
C5 -4.1002 0.8767 4.2419
N3 -0.7334 1.1320 4.5288
C6 -0.2612 0.4093 5.7610
C7 -0.5800 2.5437 4.6825
H2 1.3450 0.2677 2.9270
H3 1.3039 -1.2498 1.8817
H4 1.2991 -1.2672 3.5893
H5 -0.3665 -2.2382 1.5094
H6 -2.0326 -2.0864 2.0667
H7 -0.7187 -2.7088 3.1608
H8 -2.2081 -1.9895 4.5610
H9 -2.5098 -0.8165 5.8219
H10 -3.8460 -1.7050 4.9490
H11 -4.5348 1.4046 3.3931
H12 -4.9265 0.3084 4.6690
H13 -3.8562 1.4892 5.1099
H14 -0.5642 -0.6374 5.7885
H15 0.8283 0.4395 5.7801
H16 -0.5870 0.9424 6.6542
H17 -0.7797 2.8370 5.7131
H18 -1.1910 3.2318 4.0983
H19 0.4484 2.8371 4.4722
C8 5.2578 -3.3239 2.7222
O6 3.9885 -3.7974 3.0489
C9 3.0327 -4.1930 2.0937
O7 1.9065 -4.2705 2.3592
O8 3.5518 -4.3236 0.8385
C10 2.7555 -4.7951 -0.2304
H20 5.9100 -4.1070 2.3356
H21 5.7798 -2.9822 3.6159
H22 5.2547 -2.5525 1.9520
H23 3.5215 -4.9816 -0.9831
H24 1.9791 -4.0650 -0.4593
H25 2.2771 -5.7174 0.0990
C11 1.5664 5.6970 -2.1850
O9 1.9923 4.6560 -3.0233
C12 1.3538 3.4651 -3.0008
O10 0.4193 3.1086 -2.2355
O11 1.9091 2.5820 -3.8794
C13 1.4089 1.2098 -3.9292
H26 1.8719 6.6450 -2.6278
H27 1.9435 5.5983 -1.1671
H28 0.5031 5.6415 -1.9518
H29 1.8696 0.6199 -4.7216
H30 0.3429 1.2199 -4.1565
H31 1.7076 0.7110 -3.0073
C14 -3.8670 -0.4685 -5.0696
O12 -3.2143 0.6134 -5.6465
C15 -2.4706 1.5176 -4.8490
O13 -2.6094 1.7800 -3.6263
O14 -1.5547 2.2815 -5.5846
C16 -1.4992 2.0660 -6.9706
H32 -4.1054 -1.1916 -5.8496
H33 -4.7874 -0.0926 -4.6228
H34 -3.2806 -0.9487 -4.2863
H35 -2.4631 2.2262 -7.4537
H36 -1.1219 1.0960 -7.2942
H37 -0.6377 2.6764 -7.2413
C17 1.8679 4.1254 1.9486
O15 2.5702 2.9332 1.4675
C18 1.9852 1.9183 0.8098
O16 0.8295 1.8153 0.4665
O17 2.9054 1.0374 0.5512
C19 2.6356 -0.1447 -0.2288
H38 1.7726 4.7814 1.0833
H39 2.4076 4.5516 2.7942
H40 0.8654 3.8185 2.2469
H41 1.6193 -0.4498 -0.4783
H42 3.1276 -0.9578 0.3049
H43 3.1926 -0.0962 -1.1644

* net charge: -1
* E_HOMO: -5.7 eV
* relative energy (zero: lowest compared OMol25 entry of this formula, charge and spin): 66.2 kcal/mol
* E_LUMO: 1.4 eV
* HOMO-LUMO gap: 7.051 eV

These are the Löwdin partial charges, in e, on atoms 1 to 2: Cl 0.53; O -0.37